Molecular formula: C3H11N3O
Method: DFT, ωB97M-V with the def2-TZVPD basis set

Positions of all 18 atoms, in Å:
N (-1.23470, 0.12582, 1.07467)
N (1.69839, -0.46163, 0.12334)
H (-0.32124, -0.17035, 0.73490)
H (2.18514, 1.22232, -2.08343)
H (-0.44641, 1.89056, 1.73208)
N (2.16618, 0.22505, -2.23158)
H (3.11080, -0.13721, -2.18083)
H (-2.27881, -1.12091, -0.24675)
H (2.34137, -1.22269, 0.30254)
O (-2.42296, 1.68556, 2.21798)
C (-2.43277, -0.62323, 0.70885)
H (0.29992, 0.06427, -1.36588)
H (-3.27229, 0.06167, 0.65457)
H (2.19416, 0.40529, 0.29564)
H (-2.65314, -1.37343, 1.47052)
C (1.26634, -0.42695, -1.28588)
H (1.18122, -1.45302, -1.64726)
C (-1.38119, 1.30887, 1.72655)

The HOMO energy is -9.41 eV. The total energy is -9807.257 eV. The SMILES is CNC=O.NCN. For the relative energy (zero: lowest compared OMol25 entry of this formula, charge and spin), the calculation gives 0.744 eV. The gap between HOMO and LUMO is 10.108 eV. Its LUMO energy is 0.70 eV. The spin multiplicity is 1.